Entry 1:
DFT (the ωB97M-V functional and the def2-TZVPD basis) results for a structure of composition C43H59CdN4PS in a non-equilibrium geometry.

XYZ file:
```
109
C43H59CdN4PS | OMol25 | the ωB97M-V functional and the def2-TZVPD basis
Cd -0.38170 0.11700 0.03330
C -1.56770 -2.64540 2.82160
C -1.60800 -1.40740 3.66000
C -2.57370 -1.25740 4.64280
C -2.62900 -0.11230 5.41580
C -1.66290 0.86260 5.25840
C -0.65000 0.72800 4.31620
C 0.43330 1.76840 4.26960
C -0.66580 -0.38690 3.46600
N 0.23920 -0.47030 2.38510
C 1.46220 -0.79070 2.57000
C 2.02200 -1.19750 3.89390
C 2.38920 -0.73480 1.40640
C 3.83010 -1.03130 1.66070
N 1.91090 -0.41460 0.26620
C 2.74290 -0.27230 -0.86990
C 3.38730 0.95430 -1.07280
C 3.20630 2.07780 -0.09450
C 4.19640 1.10590 -2.18940
C 4.36550 0.06890 -3.08950
C 3.70840 -1.13000 -2.88850
C 2.88770 -1.32150 -1.78520
C 2.17580 -2.63040 -1.60480
H -2.27870 -3.37490 3.19700
H -0.57550 -3.09370 2.81810
H -1.82760 -2.40180 1.79080
H -3.28350 -2.05160 4.80760
H -3.41250 0.01040 6.14500
H -1.67130 1.73490 5.89530
H 0.01150 2.77050 4.25150
H 1.10040 1.64640 3.41950
H 1.02000 1.69900 5.18360
H 1.22400 -1.32380 4.62230
H 2.71400 -0.44380 4.27060
H 2.57290 -2.13230 3.81180
H 3.94690 -2.03250 2.06930
H 4.23640 -0.34070 2.39780
H 4.41680 -0.95800 0.74780
H 2.15200 2.18310 0.18350
H 3.55590 3.01000 -0.52870
H 3.78200 1.89570 0.81400
H 4.70720 2.04290 -2.34180
H 5.01540 0.19590 -3.94020
H 3.84790 -1.94210 -3.58750
H 2.59040 -3.37000 -2.28510
H 1.11250 -2.51110 -1.83280
H 2.27880 -3.00460 -0.58710
N -1.26910 -1.84350 -0.26760
S -1.84510 -2.50350 -1.63760
C -2.18710 -4.21600 -1.11370
C -3.07850 -4.50120 -0.09290
C -3.24310 -5.81500 0.30990
C -2.51030 -6.82720 -0.28950
C -1.61690 -6.53060 -1.30570
C -1.45370 -5.22040 -1.72550
C -3.53370 -1.87440 -1.68980
C -4.16840 -1.39060 -0.55890
C -5.48970 -0.98080 -0.64860
C -6.16460 -1.06020 -1.85540
C -5.52260 -1.54610 -2.98230
C -4.20200 -1.95330 -2.90240
H -0.42640 -2.37370 -0.05050
H -3.63810 -3.71400 0.38440
H -3.94000 -6.04430 1.10050
H -2.63040 -7.84650 0.04220
H -1.03730 -7.31490 -1.76710
H -0.75970 -4.98420 -2.51780
H -3.64380 -1.35180 0.38560
H -5.99820 -0.61210 0.23030
H -7.19470 -0.74910 -1.91830
H -6.05520 -1.62860 -3.91540
H -3.70260 -2.33770 -3.77760
C -0.77110 4.15170 -1.78350
C -2.02660 3.45570 -1.26590
P -1.73060 2.35750 0.19480
C -1.04090 3.47510 1.49850
C -1.90350 4.65890 1.92200
C -3.46820 2.03590 0.71950
C -3.52900 1.17680 1.97790
H -1.01050 4.72110 -2.68070
H 0.00790 3.42620 -2.02680
H -0.38160 4.84970 -1.04590
H -2.45790 2.82590 -2.04940
H -2.77940 4.19790 -0.98190
H -0.06880 3.82120 1.13150
H -0.85280 2.83770 2.36260
H -2.13670 5.31510 1.08800
H -1.36350 5.24950 2.66060
H -2.83090 4.33030 2.38540
H -3.97230 1.53140 -0.11310
H -3.96020 3.00010 0.88270
H -2.94780 0.25970 1.85400
H -4.55920 0.90750 2.20160
H -3.13000 1.71290 2.83600
C 1.25260 0.90670 -5.49570
C 0.09920 0.07160 -4.91940
C -1.25270 0.53480 -5.48750
C 0.30650 -1.42430 -5.20810
C 0.06410 0.22270 -3.48950
N 0.00240 0.30470 -2.34550
H 1.29050 0.76470 -6.57320
H 2.20610 0.59900 -5.07030
H 1.10700 1.96640 -5.29560
H -1.26990 0.34320 -6.55710
H -1.40440 1.60000 -5.32860
H -2.07450 -0.01050 -5.02620
H 0.28240 -1.58600 -6.28220
H -0.48550 -2.01420 -4.75020
H 1.26680 -1.76140 -4.82650
```

Its relative energy (zero: lowest compared OMol25 entry of this formula, charge and spin) is 0.448 eV. The LUMO energy is -5.49 eV. The value obtained for the largest force on an atom is 0.0251 hartree/bohr. The calculation puts the HOMO-LUMO gap at 7.791 eV. For the HOMO energy, the calculation gives -13.28 eV. The value obtained for the total energy is -76186.3569 eV. The net charge is +2.

Results of the Mulliken charge analysis, in e, for atoms 1 through 8: Cd 4.503; C -1.167; C 1.470; C -0.887; C -0.974; C -1.063; C 1.400; C -2.290

Entry 2:
DFT (the ωB97M-V functional and the def2-TZVPD basis) results for a cluster of 12 separate species, C43H61FO36 in total in a non-equilibrium geometry.

XYZ file:
```
141
C43H61FO36 | OMol25 | the ωB97M-V functional and the def2-TZVPD basis
C -2.17799 -3.25153 2.27449
C -2.13263 -2.22658 1.13041
O -0.77007 -1.86316 1.18251
C -0.35574 -1.99268 2.41581
O 0.66300 -1.51134 2.87162
O -1.21351 -2.72477 3.08215
H -1.75273 -4.16247 1.85325
H -3.17317 -3.30823 2.71550
H -2.80670 -1.39036 1.31604
H -2.40137 -2.60893 0.14568
C -6.19029 -6.69376 5.26087
C -4.87250 -7.11214 4.66531
O -3.99151 -7.05710 5.76715
C -4.58156 -6.33902 6.75268
O -3.90188 -5.89842 7.67486
O -5.90977 -6.22915 6.52995
H -6.89642 -7.51433 5.38798
H -6.62751 -5.89063 4.66763
H -4.52698 -6.65002 3.74056
H -4.96455 -8.11581 4.25024
C -3.99781 2.59606 6.54812
C -3.88692 1.26261 7.30925
O -5.12202 0.64942 6.90214
C -5.91898 1.45984 6.16956
O -6.96999 1.11767 5.64222
O -5.29199 2.59809 6.00711
H -3.26786 2.65016 5.74044
H -3.79340 3.46121 7.17886
H -3.91606 1.39364 8.39095
H -2.98919 0.73248 6.99124
C -4.96206 0.97008 0.36510
C -6.37036 1.40437 0.73382
O -6.22089 2.80165 0.89147
C -5.06799 3.21994 0.39761
O -4.76275 4.37394 0.25829
O -4.33467 2.15424 0.00394
H -4.94466 0.42306 -0.57754
H -4.51941 0.44016 1.20850
H -6.60258 1.00579 1.72140
H -7.07407 1.18106 -0.06806
C -7.64386 -3.44595 -3.91626
C -6.52352 -2.79137 -3.10122
C -6.53297 -1.26384 -3.20434
O -6.42265 -0.81771 -1.84527
C -6.49209 -1.80051 -1.01118
O -6.29473 -1.67492 0.15235
O -6.70986 -2.92626 -1.71413
H -7.74230 -2.96631 -4.89010
H -8.57858 -3.19576 -3.41445
H -7.38502 -4.49228 -4.07842
H -5.56666 -3.24439 -3.36062
H -7.43180 -0.92611 -3.72024
H -5.71238 -0.94807 -3.84856
C -5.65559 -0.92386 9.93135
C -4.95872 -0.98259 11.30770
C -5.18333 -2.26421 12.19257
O -3.88721 -2.75017 12.44676
C -2.94850 -1.93706 11.76389
O -1.70275 -1.92833 11.82955
O -3.54983 -1.01950 11.15676
H -5.23230 -0.03197 9.46934
H -6.71459 -0.74997 10.12209
H -5.55005 -1.85949 9.38222
H -5.17773 -0.14592 11.97112
H -5.82043 -2.99150 11.68932
H -5.65271 -2.09551 13.16176
C -6.24634 -1.65945 3.64704
C -5.79495 -2.73520 4.61958
C -4.79104 -2.20548 5.68826
O -5.49229 -2.52607 6.93358
C -6.68234 -3.10672 6.71578
O -7.43330 -3.40069 7.62087
O -6.85855 -3.30862 5.42903
H -6.60826 -0.73859 4.10433
H -7.02012 -2.09601 3.01555
H -5.35832 -1.36386 3.08835
H -5.22989 -3.51378 4.10711
H -4.45880 -1.19116 5.46718
H -3.87729 -2.77249 5.51033
C -9.96479 -0.64007 5.76110
C -9.93767 -1.18797 7.21025
C -9.08030 -0.40471 8.22213
O -9.89204 -0.29088 9.44554
C -11.11423 -0.61318 9.15582
O -12.09429 -0.58476 9.89885
O -11.19244 -0.94075 7.82597
H -10.35749 0.37615 5.79573
H -10.72426 -1.15031 5.16868
H -8.96399 -0.76159 5.34668
H -9.64093 -2.23202 7.31028
H -8.77314 0.59501 7.91505
H -8.12480 -0.89995 8.39494
C -1.27509 -2.25212 6.23530
C -1.53774 -2.22476 7.78376
C -1.17060 -3.48153 8.59718
O -0.16817 -3.10140 9.50063
C -0.04315 -1.79344 9.45163
O 0.70262 -1.08585 10.03788
O -0.74656 -1.24203 8.46312
H -1.67006 -1.37658 5.71999
H -1.81124 -3.06268 5.74170
H -0.21625 -2.42516 6.04290
H -2.59045 -2.04557 8.00241
H -0.81049 -4.23320 7.89475
H -2.09423 -3.91304 8.98293
C -10.05626 -3.05554 2.33847
C -10.13812 -4.46517 2.93883
C -8.83108 -4.99095 3.60523
O -9.17581 -5.30402 4.96465
C -10.39887 -4.93676 5.20532
O -10.99554 -5.02769 6.30673
O -10.98807 -4.50258 4.06311
H -9.78070 -2.24500 3.01315
H -11.09630 -2.84320 2.09083
H -9.51707 -3.03955 1.39130
H -10.49299 -5.20829 2.22473
H -7.98903 -4.29892 3.61706
H -8.47435 -5.91588 3.15207
C -1.27939 3.85918 2.20026
C -1.14625 2.34004 2.19312
C -0.10499 1.79241 3.09910
O -0.78134 0.94221 4.01407
C -2.08507 0.89324 3.68012
O -2.98773 0.14383 4.14965
O -2.32060 1.74654 2.69327
H -1.23811 4.39930 3.14613
H -2.12091 4.29068 1.65827
H -0.26914 4.07637 1.85339
H -0.98968 2.02843 1.16041
H 0.34903 2.54536 3.74333
H 0.65953 1.25586 2.53721
C -9.25685 -3.97958 9.93284
C -8.24128 -5.04043 10.03688
O -8.96356 -6.15808 10.39762
C -10.08968 -5.76923 10.90775
O -10.88894 -6.48449 11.51316
O -10.25723 -4.48049 10.74280
F -7.28414 -4.84073 10.90860
H -9.54453 -3.71579 8.91512
H -8.95193 -3.05146 10.41628
H -7.76540 -5.14955 9.06234
```

Its relative energy (zero: lowest compared OMol25 entry of this formula, charge and spin) is 0.706 eV. The LUMO energy is -0.75 eV. The value obtained for the largest force on an atom is 0.1151 hartree/bohr. As for the SMILES: O=C1OC[C@@H](F)O1.C[C@H]1COC(=O)O1.C[C@H]1COC(=O)O1.C[C@H]1COC(=O)O1.C[C@H]1COC(=O)O1.C[C@H]1COC(=O)O1.C[C@H]1COC(=O)O1.C[C@H]1COC(=O)O1.O=C1OCCO1.O=C1OCCO1.O=C1OCCO1.O=C1OCCO1. The calculation puts the HOMO-LUMO gap at 9.364 eV. For the HOMO energy, the calculation gives -10.12 eV. The value obtained for the total energy is -122006.4143 eV.

Results of the Mulliken charge analysis, in e, for atoms 1 through 8: C 0.064; C 0.228; O -0.406; C 0.679; O -0.592; O -0.177; H 0.372; H -0.189